Arrangement w

{"formula": "C4H5FO", "method": "wB97M-V/def2-TZVPD", "charge": 0, "orbital_gap_ha": 0.373, "multiplicity": 1, "smiles": "C=C(F)C(C)=O", "homo_ev": -10.001, "lumo_ev": 0.14, "elements": ["C", "C", "F", "C", "C", "O", "H", "H", "H", "H", "H"], "positions_angstrom": [[-1.613, 0.768, 0.734], [-0.776, -0.096, 0.171], [-1.037, -1.349, -0.333], [0.582, 0.309, -0.126], [1.620, -0.706, -0.119], [1.056, 1.386, -0.318], [-2.616, 0.553, 0.862], [-1.209, 1.717, 1.108], [2.116, -0.912, -1.046], [1.303, -1.657, 0.195], [2.411, -0.301, 0.458]], "lowdin_charge": [0.1480, -0.2566, 0.0556, -0.4523, -0.0160, 0.1180, 0.0525, 0.0981, 0.0960, 0.0665, 0.0903]}



Arrangement x

{"formula": "C4H5FO", "method": "wB97M-V/def2-TZVPD", "charge": 0, "orbital_gap_ha": 0.400, "multiplicity": 1, "smiles": "O=C[C@H]1C[C@@H]1F", "homo_ev": -10.173, "lumo_ev": 0.71, "elements": ["O", "C", "C", "C", "C", "F", "H", "H", "H", "H", "H"], "positions_angstrom": [[-2.575, -0.432, -0.095], [-1.495, 0.121, 0.229], [-0.186, 0.143, -0.521], [0.897, 1.160, -0.075], [0.967, -0.158, 0.456], [2.016, -0.851, -0.065], [-1.329, 0.723, 1.140], [-0.083, -0.318, -1.521], [0.547, 1.951, 0.608], [1.608, 1.632, -0.863], [0.618, -0.466, 1.449]], "lowdin_charge": [0.0180, -0.2065, -0.1434, -0.0705, -0.3229, 0.0236, 0.1216, 0.1542, 0.1091, 0.1579, 0.1588]}



Arrangement y

{"formula": "C4H5FO", "method": "wB97M-V/def2-TZVPD", "charge": 0, "orbital_gap_ha": 0.395, "multiplicity": 1, "smiles": "F/C=C\\[C@@H]1CO1", "homo_ev": -9.698, "lumo_ev": 1.05, "elements": ["F", "C", "C", "C", "C", "O", "H", "H", "H", "H", "H"], "positions_angstrom": [[1.919, 0.813, 1.515], [0.761, 0.182, 1.779], [-0.088, -0.245, 0.853], [0.230, -0.091, -0.594], [-0.844, 0.074, -1.576], [-0.195, -1.180, -1.395], [0.541, 0.103, 2.837], [-1.083, -0.612, 1.108], [1.256, 0.154, -0.873], [-1.843, 0.178, -1.159], [-0.653, 0.626, -2.496]], "lowdin_charge": [0.0205, -0.1456, -0.0250, -0.3039, -0.1118, -0.0410, 0.1108, 0.1238, 0.1475, 0.1115, 0.1130]}



Arrangement z

{"formula": "C4H5FO", "method": "wB97M-V/def2-TZVPD", "charge": 0, "orbital_gap_ha": 0.390, "multiplicity": 1, "homo_ev": -10.125, "lumo_ev": 0.47, "elements": ["C", "C", "C", "C", "O", "F", "H", "H", "H", "H", "H"], "positions_angstrom": [[-1.777, -0.394, 0.119], [2.864, 1.268, 0.342], [-0.742, -0.517, -0.799], [2.284, 0.261, 0.754], [0.381, -0.901, -0.619], [2.223, -0.994, 1.187], [-2.073, -1.085, 0.884], [-2.677, -0.489, -0.437], [2.572, 2.190, -0.151], [-1.904, 0.869, 0.545], [-1.151, -0.207, -1.824]], "lowdin_charge": [-0.0860, 0.0844, -0.3872, -0.2144, 0.0477, 0.0647, 0.0725, 0.0458, 0.0315, 0.2057, 0.1354]}



Most stable to least stable: arrangement w, arrangement x, arrangement y, arrangement z



Arrangement w

{"formula": "C5H8FNO", "method": "wB97M-V/def2-TZVPD", "charge": 0, "orbital_gap_ha": 0.392, "multiplicity": 1, "homo_ev": -9.650, "lumo_ev": 1.02, "elements": ["C", "C", "C", "C", "C", "H", "H", "H", "H", "H", "H", "H", "H", "N", "O", "F"], "positions_angstrom": [[-1.240, -0.027, -0.598], [-0.799, 1.360, -0.052], [0.523, 0.880, 0.613], [0.029, -0.843, -0.271], [1.190, 0.130, -0.586], [-2.067, -0.921, 0.857], [-1.480, 0.021, -1.657], [-1.558, 1.819, 0.545], [-0.588, 1.972, -0.894], [1.047, 1.575, 1.267], [1.079, -0.797, 1.520], [0.072, -1.880, -0.580], [1.201, 0.627, -1.592], [0.161, -0.480, 1.193], [-2.344, -0.617, -0.022], [2.411, -0.348, -0.254]], "lowdin_charge": [-0.3659, -0.0592, -0.2036, -0.1836, -0.2454, 0.0936, 0.1468, 0.1116, 0.0957, 0.1402, 0.1011, 0.1483, 0.1612, 0.0530, -0.0123, 0.0186]}



Arrangement x

{"formula": "C5H8FNO", "method": "wB97M-V/def2-TZVPD", "charge": 0, "orbital_gap_ha": 0.323, "multiplicity": 1, "homo_ev": -10.584, "lumo_ev": -1.78, "elements": ["C", "C", "C", "C", "C", "H", "H", "H", "H", "H", "H", "H", "H", "N", "O", "F"], "positions_angstrom": [[0.045, -1.254, 0.774], [0.372, -0.024, -0.003], [-0.834, 0.210, -0.976], [0.555, 1.249, 0.848], [1.605, 0.048, -0.725], [0.630, -1.396, 1.727], [0.358, -2.272, 0.207], [-1.065, -1.413, 0.966], [-0.579, 0.987, -1.773], [-0.581, -0.753, -1.687], [-2.914, -0.578, -1.170], [-0.480, 1.379, 1.380], [1.538, 1.241, 1.426], [2.914, -0.154, -0.684], [-2.051, 0.437, -0.269], [0.485, 2.294, -0.041]], "lowdin_charge": [-0.0569, -0.5773, -0.3402, -0.1664, -0.1075, 0.0982, 0.1365, 0.0997, 0.1282, 0.1559, 0.3614, 0.1616, 0.1540, 0.1512, -0.1558, -0.0427]}



Most stable to least stable: arrangement w, arrangement x



Arrangement w

{"formula": "C4H16NO2", "method": "wB97M-V/def2-TZVPD", "charge": 1, "orbital_gap_ha": 0.463, "multiplicity": 1, "homo_ev": -15.466, "lumo_ev": -2.87, "elements": ["C", "C", "C", "C", "N", "H", "H", "H", "H", "H", "H", "H", "H", "H", "H", "H", "H", "H", "H", "O", "H", "H", "O"], "positions_angstrom": [[-0.037, -1.381, 1.471], [0.239, -0.065, 0.752], [-0.966, 0.849, 0.788], [-0.650, 2.274, 0.313], [0.488, -0.433, -0.690], [-0.222, -1.122, 2.517], [-0.896, -1.850, 1.008], [0.870, -1.981, 1.498], [1.195, 0.319, 1.097], [-1.286, 0.888, 1.827], [-1.759, 0.445, 0.149], [-1.405, 2.625, -0.363], [0.287, 2.278, -0.244], [-0.521, 2.988, 1.127], [0.596, 0.445, -1.205], [-0.330, -0.895, -1.103], [1.382, -0.922, -0.798], [-3.013, 0.231, -2.421], [-2.502, -1.254, -2.413], [-2.230, -0.325, -2.359], [3.813, -0.765, -1.022], [3.728, -1.441, 0.345], [3.217, -0.908, -0.276]], "lowdin_charge": [-0.0297, -0.3680, -0.2021, -0.0681, 0.1990, 0.1004, 0.0932, 0.0850, 0.1498, 0.1238, 0.1069, 0.0716, 0.0665, 0.0879, 0.1549, 0.1389, 0.1150, 0.0574, 0.0593, -0.0536, 0.0740, 0.0740, -0.0360]}



Arrangement x

{"formula": "C4H16NO2", "method": "wB97M-V/def2-TZVPD", "charge": 1, "orbital_gap_ha": 0.433, "multiplicity": 1, "homo_ev": -14.848, "lumo_ev": -3.07, "elements": ["C", "C", "C", "C", "N", "H", "H", "H", "H", "H", "H", "H", "H", "H", "H", "H", "H", "H", "H", "O", "H", "H", "O"], "positions_angstrom": [[0.794, 0.664, 1.021], [-0.497, 0.467, 1.819], [-1.653, -0.159, 1.018], [-1.255, -1.556, 0.480], [0.554, 0.997, -0.418], [1.409, 1.440, 1.447], [1.362, -0.259, 0.944], [-0.238, -0.060, 2.731], [-0.833, 1.475, 2.064], [-2.507, -0.301, 1.657], [-1.799, 0.506, 0.159], [-1.418, -2.244, 1.302], [-0.334, -1.637, -0.093], [-1.941, -1.861, -0.304], [-0.057, 0.282, -0.824], [1.462, 0.978, -0.894], [0.065, 1.877, -0.563], [3.870, 0.961, -0.576], [3.409, 2.406, -1.180], [3.155, 1.576, -0.768], [-1.956, -2.121, -2.985], [-0.428, -1.781, -3.319], [-1.164, -1.652, -2.720]], "lowdin_charge": [-0.1579, -0.1786, -0.2214, -0.1009, 0.1702, 0.1249, 0.1288, 0.1257, 0.1146, 0.1140, 0.0981, 0.0857, 0.0578, 0.0583, 0.1254, 0.1061, 0.1745, 0.0806, 0.0781, -0.0263, 0.0506, 0.0422, -0.0504]}



Arrangement y

{"formula": "C4H16NO2", "method": "wB97M-V/def2-TZVPD", "charge": 1, "orbital_gap_ha": 0.450, "multiplicity": 1, "homo_ev": -15.119, "lumo_ev": -2.87, "elements": ["C", "C", "N", "C", "C", "H", "H", "H", "H", "H", "H", "H", "H", "H", "H", "H", "H", "H", "H", "O", "H", "H", "O"], "positions_angstrom": [[-1.636, 0.849, -1.307], [-1.108, 0.367, 0.043], [-0.445, -0.982, -0.082], [0.824, -1.015, -0.915], [1.451, -2.366, -0.996], [-1.068, 0.518, -2.180], [-1.663, 1.918, -1.499], [-2.632, 0.458, -1.535], [-0.282, 1.061, 0.233], [-1.916, 0.401, 0.756], [-1.053, -1.695, -0.499], [-0.266, -1.276, 0.891], [1.523, -0.257, -0.549], [0.486, -0.624, -1.868], [0.815, -3.073, -1.532], [2.254, -2.175, -1.718], [1.847, -2.795, -0.084], [0.809, 0.171, 2.074], [0.146, -0.611, 3.305], [0.647, -0.704, 2.489], [0.777, 3.544, -0.320], [-0.717, 3.319, 0.201], [0.208, 3.307, 0.428]], "lowdin_charge": [-0.0669, -0.1707, 0.0269, -0.1886, -0.0554, 0.0724, 0.0812, 0.0895, 0.0876, 0.1353, 0.1855, 0.1254, 0.1398, 0.1108, 0.0917, 0.1011, 0.0924, 0.0667, 0.0727, -0.0372, 0.0616, 0.0246, -0.0463]}



Most stable to least stable: arrangement w, arrangement x, arrangement y



Arrangement w

{"formula": "C4H19N2O5", "method": "wB97M-V/def2-TZVPD", "charge": 1, "orbital_gap_ha": 0.387, "multiplicity": 1, "homo_ev": -13.398, "lumo_ev": -2.87, "elements": ["N", "C", "C", "N", "C", "C", "O", "H", "H", "H", "H", "H", "H", "H", "H", "H", "H", "H", "H", "H", "O", "H", "H", "O", "H", "H", "O", "H", "H", "O"], "positions_angstrom": [[-1.354, -0.982, 1.805], [0.029, -0.460, 1.797], [0.603, -0.835, 0.385], [1.906, -0.702, 0.173], [2.796, -0.057, 1.129], [2.476, -1.358, -1.013], [-0.210, -1.353, -0.386], [-1.892, -0.953, 2.671], [-1.492, -1.886, 1.338], [-1.977, -0.453, 1.146], [0.631, -0.910, 2.590], [-0.042, 0.597, 1.996], [3.451, 0.662, 0.641], [2.292, 0.407, 1.954], [3.421, -0.815, 1.616], [2.858, -2.360, -0.833], [1.844, -1.234, -1.880], [3.332, -0.679, -1.200], [-0.567, 2.344, 0.742], [0.391, 2.109, -0.387], [0.349, 2.090, 0.571], [-1.253, 2.575, -2.133], [-1.596, 1.042, -2.276], [-1.887, 1.890, -1.882], [-2.306, 1.227, -0.248], [-3.595, 1.198, 0.470], [-2.645, 1.165, 0.682], [-0.787, -0.787, -3.672], [-0.606, -1.044, -2.132], [-0.658, -0.366, -2.824]], "lowdin_charge": [0.1553, -0.0521, -0.4196, -0.1230, -0.0204, 0.0136, 0.0139, 0.1786, 0.1680, 0.1151, 0.1395, 0.1046, 0.1049, 0.0767, 0.1082, 0.1058, 0.0819, 0.1033, 0.0418, 0.0458, -0.0367, 0.0674, 0.0109, -0.0596, 0.0232, 0.0861, -0.0700, 0.0675, 0.0177, -0.0485]}



Arrangement x

{"formula": "C4H19N2O5", "method": "wB97M-V/def2-TZVPD", "charge": 1, "orbital_gap_ha": 0.410, "multiplicity": 1, "homo_ev": -13.615, "lumo_ev": -2.45, "elements": ["O", "C", "N", "C", "C", "N", "C", "H", "H", "H", "H", "H", "H", "H", "H", "H", "H", "H", "H", "H", "O", "H", "H", "O", "H", "H", "O", "H", "H", "O"], "positions_angstrom": [[-0.446, -1.204, 0.984], [0.638, -0.615, 1.038], [1.187, -0.309, 2.247], [2.418, 0.441, 2.403], [1.369, -0.265, -0.261], [0.522, -0.670, -1.438], [1.152, -1.781, -2.234], [0.733, -0.577, 3.092], [2.655, 0.571, 3.465], [3.284, -0.080, 1.969], [2.326, 1.466, 1.941], [1.517, 0.874, -0.324], [2.324, -0.733, -0.331], [0.370, 0.221, -2.052], [-0.412, -1.025, -1.127], [0.451, -2.067, -3.065], [1.331, -2.711, -1.604], [2.071, -1.432, -2.692], [-1.344, 3.252, 0.491], [-1.641, 1.733, 0.497], [-1.002, 2.396, 0.232], [-1.935, -0.170, 1.413], [-3.354, 0.343, 1.548], [-2.603, 0.369, 0.997], [-0.331, 2.137, -1.317], [-0.320, 2.364, -2.888], [0.130, 1.879, -2.137], [-2.415, -1.948, -0.992], [-2.390, -0.475, -0.473], [-2.121, -1.136, -1.188]], "lowdin_charge": [0.0155, -0.4151, 0.0427, -0.0699, -0.0372, -0.0295, -0.0077, 0.1441, 0.0965, 0.0925, 0.1073, 0.1569, 0.1213, 0.1387, 0.0878, 0.1155, 0.1270, 0.0924, 0.0766, -0.0005, -0.0297, 0.0355, 0.0783, -0.0084, -0.0016, 0.1137, -0.0754, -0.0028, 0.0512, -0.0156]}



Most stable to least stable: arrangement x, arrangement w